# 1
Here is a structure of composition C13H30ClI2IrOP2 in a non-equilibrium geometry from the OMol25 dataset. Energies are from ωB97M-V/def2-TZVPD.

CARTESIAN COORDINATES (ANGSTROEM)
I: 1.886 -3.431 -2.973
I: -1.054 -2.252 -2.025
Ir: -0.247 0.114 -1.300
P: 0.121 0.685 -3.553
C: -1.492 0.918 -4.390
C: 0.890 2.332 -3.648
H: 2.066 -0.649 -3.999
H: 1.542 0.187 -5.488
H: 0.630 -1.239 -4.870
C: 1.192 -0.343 -4.588
H: 1.888 2.285 -3.198
H: 0.953 2.596 -4.712
H: -1.308 1.198 -5.436
H: -2.060 1.715 -3.888
H: 0.273 3.057 -3.105
H: -2.067 -0.015 -4.342
C: -1.992 0.674 -1.302
O: -3.121 0.970 -1.358
Cl: 2.099 0.578 -1.196
C: -0.049 2.608 1.493
C: 0.511 1.285 2.026
C: 0.267 1.172 3.532
P: 0.032 -0.225 1.042
C: 1.569 -1.291 1.430
C: 1.801 -1.747 2.877
C: 1.610 -2.424 0.429
C: -1.596 -0.865 1.733
C: -1.460 -1.766 2.967
C: -2.591 0.283 1.971
H: -1.143 2.670 1.568
H: 0.252 2.776 0.451
H: 0.367 3.408 2.123
H: 1.599 1.312 1.846
H: -0.801 1.228 3.779
H: 0.694 0.272 3.989
H: 0.760 2.032 4.007
H: 2.373 -0.577 1.157
H: 0.930 -2.246 3.316
H: 2.610 -2.492 2.866
H: 2.110 -0.917 3.527
H: 1.470 -1.997 -0.573
H: 2.594 -2.897 0.361
H: 0.848 -3.193 0.605
H: -1.985 -1.478 0.896
H: -1.040 -1.239 3.839
H: -2.471 -2.089 3.258
H: -0.851 -2.652 2.750
H: -2.593 1.035 1.169
H: -3.606 -0.147 1.997
H: -2.412 0.781 2.936

Largest force on an atom in eV/Å: 5.7
Multiplicity: 5
E_HOMO (alpha / beta) in eV: -15.185 / -16.076
Orbital gap (alpha / beta) in eV: 8.64 / 5.38
Energy above the lowest of the compared OMol25 structures with the same formula, charge and spin in kcal per mole: 0.00
<S²>: 6.016
Net charge: +2

=====

# 2
Here is a structure of composition C13H30ClNO8P2 from the OMol25 dataset. Energies are from ωB97M-V/def2-TZVPD.

CARTESIAN COORDINATES (ANGSTROEM)
N: 1.318 3.263 -2.369
C: 0.654 2.759 -3.512
O: 0.149 1.396 -3.313
P: -1.386 1.052 -3.357
O: -1.898 0.568 -4.634
O: -1.592 0.093 -2.114
O: -2.092 2.397 -2.832
P: -3.686 2.433 -2.416
O: -3.774 4.048 -2.543
Cl: -3.558 2.285 -0.333
H: 0.703 3.201 -1.561
H: 2.151 2.722 -2.177
H: -0.164 3.417 -3.787
H: 1.343 2.693 -4.348
H: -0.900 -0.587 -2.051
H: -4.423 4.406 -1.922
C: -1.066 6.269 1.055
C: -0.745 5.270 2.167
C: -0.966 3.941 1.456
O: -0.629 4.162 0.086
C: -0.493 5.563 -0.167
H: -0.632 7.255 1.211
H: -2.148 6.384 0.955
H: 0.299 5.370 2.472
H: -1.371 5.381 3.051
H: -2.013 3.627 1.515
H: -0.343 3.135 1.847
H: 0.568 5.797 -0.301
H: -1.018 5.806 -1.091
C: -1.347 -2.451 1.511
C: -1.579 -3.697 0.657
C: -1.328 -3.161 -0.746
O: -0.346 -2.128 -0.605
C: -0.187 -1.791 0.781
H: -1.110 -2.672 2.550
H: -2.229 -1.809 1.487
H: -0.844 -4.466 0.908
H: -2.574 -4.125 0.767
H: -2.238 -2.730 -1.175
H: -0.945 -3.916 -1.434
H: 0.773 -2.184 1.127
H: -0.180 -0.704 0.880
C: 3.816 -5.657 0.922
C: 3.352 -6.145 2.294
C: 2.963 -4.836 2.969
O: 2.504 -3.973 1.929
C: 2.833 -4.524 0.652
H: 3.792 -6.425 0.151
H: 4.834 -5.268 0.985
H: 2.478 -6.791 2.186
H: 4.114 -6.692 2.846
H: 3.825 -4.372 3.461
H: 2.168 -4.955 3.707
H: 1.918 -4.897 0.179
H: 3.247 -3.735 0.024

Largest force on an atom in eV/Å: 0.5
Multiplicity: 1
E_HOMO in eV: -9.584
Orbital gap in eV: 10.19
Net charge: 0

=====

# 3
Here is a structure of composition C13H30CoGeNO5 in a non-equilibrium geometry from the OMol25 dataset. Energies are from ωB97M-V/def2-TZVPD.

CARTESIAN COORDINATES (ANGSTROEM)
Co: -1.271 0.501 -0.269
C: -0.129 2.715 -2.513
C: 0.812 2.488 -1.338
C: 0.837 3.704 -0.417
C: 2.233 2.255 -1.848
O: 0.385 1.329 -0.614
Ge: 1.378 -0.358 -0.234
O: -0.121 -1.064 -1.144
C: -0.340 -2.472 -1.365
C: -0.874 -2.641 -2.778
C: 0.985 -3.224 -1.223
C: -1.327 -3.031 -0.343
O: 0.238 -0.296 1.252
C: 0.574 -0.482 2.632
C: -0.007 0.668 3.446
C: 2.090 -0.506 2.815
C: -0.019 -1.805 3.103
H: 0.210 3.555 -3.121
H: -1.143 2.923 -2.163
H: -0.161 1.821 -3.140
H: 1.088 4.600 -0.987
H: 1.587 3.565 0.365
H: -0.126 3.865 0.061
H: 2.594 3.147 -2.361
H: 2.266 1.407 -2.537
H: 2.902 2.040 -1.013
H: -0.137 -2.291 -3.504
H: -1.784 -2.054 -2.908
H: -1.097 -3.691 -2.978
H: 1.734 -2.821 -1.908
H: 0.840 -4.282 -1.442
H: 1.371 -3.137 -0.202
H: -2.329 -2.647 -0.519
H: -1.023 -2.730 0.660
H: -1.352 -4.121 -0.398
H: 0.323 1.622 3.031
H: 0.318 0.604 4.487
H: -1.095 0.638 3.426
H: 2.537 0.423 2.453
H: 2.537 -1.335 2.260
H: 2.338 -0.627 3.870
H: -1.101 -1.804 2.955
H: 0.190 -1.969 4.162
H: 0.406 -2.633 2.533
O: -3.012 0.129 -2.512
N: -2.752 0.425 -1.392
O: -2.930 -0.406 -0.412
C: -2.056 1.827 0.844
H: -1.557 2.784 0.732
H: -1.911 1.447 1.851
H: -3.120 1.941 0.645

Largest force on an atom in eV/Å: 2.4
Multiplicity: 1
E_HOMO (alpha / beta) in eV: -8.701 / -8.706
Orbital gap (alpha / beta) in eV: 7.89 / 7.91
Net charge: 0

=====

# 4
Here is a cluster of 5 separate species, C13H30NO14S3 in total in a non-equilibrium geometry from the OMol25 dataset. Energies are from ωB97M-V/def2-TZVPD.

CARTESIAN COORDINATES (ANGSTROEM)
N: -0.940 1.322 -0.182
O: -2.088 1.839 -0.174
O: -0.412 0.900 -1.251
O: -0.339 1.220 0.924
O: -4.278 0.269 -3.827
C: -3.150 0.599 -4.041
O: -2.758 1.863 -3.789
C: -1.353 2.029 -3.872
C: -0.774 0.612 -4.097
C: -1.982 -0.269 -4.492
H: -0.909 2.433 -2.967
H: -1.079 2.637 -4.736
H: -0.319 0.235 -3.183
H: -0.022 0.556 -4.886
H: -2.002 -1.140 -3.837
H: -1.972 -0.627 -5.516
O: 4.216 4.234 0.388
S: 3.378 3.348 -0.368
O: 3.696 3.052 -1.737
O: 3.314 1.913 0.431
C: 2.694 0.840 -0.278
C: 3.710 -0.310 -0.313
C: 1.646 3.837 -0.161
H: 2.411 1.133 -1.286
H: 1.814 0.498 0.260
H: 4.002 -0.560 0.713
H: 4.646 0.053 -0.744
H: 3.380 -1.243 -0.768
H: 1.124 3.256 -0.921
H: 1.625 4.913 -0.304
H: 1.287 3.532 0.817
O: -1.083 -2.417 3.282
S: -0.312 -1.274 3.677
O: -0.904 0.044 3.718
O: 0.393 -1.612 5.119
C: 1.054 -0.557 5.795
C: 2.486 -0.970 6.133
C: 1.155 -1.215 2.649
H: 0.528 -0.259 6.704
H: 1.102 0.358 5.197
H: 2.996 -1.203 5.199
H: 2.495 -1.788 6.849
H: 2.972 -0.090 6.560
H: 1.744 -2.109 2.821
H: 1.577 -0.240 2.885
H: 0.790 -1.207 1.623
O: -3.872 -2.782 0.855
S: -3.166 -1.577 0.532
O: -2.936 -0.607 1.577
O: -1.788 -1.900 -0.190
C: -1.762 -2.792 -1.290
C: -0.463 -2.543 -2.034
C: -4.080 -0.753 -0.797
H: -2.593 -2.683 -1.992
H: -1.796 -3.822 -0.923
H: -0.347 -3.219 -2.881
H: 0.390 -2.613 -1.361
H: -0.484 -1.510 -2.392
H: -3.377 -0.068 -1.274
H: -4.814 -0.112 -0.318
H: -4.472 -1.455 -1.525

Largest force on an atom in eV/Å: 2.5
Multiplicity: 1
E_HOMO in eV: -5.686
Orbital gap in eV: 8.23
Energy above the lowest of the compared OMol25 structures with the same formula, charge and spin in kcal per mole: 9.65
Net charge: -1

=====

# 5
Here is a cluster of 3 separate species, C13H31B3NO10P in total from the OMol25 dataset. Energies are from ωB97M-V/def2-TZVPD.

CARTESIAN COORDINATES (ANGSTROEM)
C: 1.088 0.203 0.729
C: 0.211 1.083 1.616
O: -1.160 1.044 1.248
C: -1.498 1.894 0.147
B: -1.217 1.112 -1.199
O: -0.200 1.472 -2.062
B: 0.318 0.548 -2.956
C: 1.417 0.929 -4.013
N: 2.672 0.253 -3.629
C: 3.475 -0.179 -4.763
O: -0.129 -0.758 -2.848
B: -1.223 -1.074 -2.068
P: -1.743 -2.897 -1.811
C: -2.326 -2.776 -0.057
C: -0.040 -3.616 -1.583
O: -1.926 -0.037 -1.477
H: 1.494 0.741 -0.129
H: 1.926 -0.223 1.280
H: 0.488 -0.635 0.356
H: 0.243 0.744 2.652
H: 0.558 2.124 1.595
H: -2.560 2.132 0.258
H: -0.944 2.840 0.202
H: 1.111 0.559 -4.996
H: 1.532 2.016 -4.112
H: 3.217 0.876 -3.049
H: 2.917 -0.929 -5.326
H: 4.393 -0.648 -4.406
H: 3.747 0.631 -5.456
H: -3.348 -2.398 -0.049
H: -2.342 -3.784 0.362
H: -1.719 -2.127 0.577
H: 0.700 -2.877 -1.270
H: -0.103 -4.390 -0.815
H: 0.308 -4.080 -2.505
C: 3.319 -4.191 0.353
O: 4.511 -4.188 1.151
C: 4.710 -3.074 1.849
O: 3.987 -2.110 1.862
O: 5.849 -3.197 2.526
C: 6.188 -2.057 3.325
H: 3.297 -5.163 -0.126
H: 2.440 -4.051 0.981
H: 3.355 -3.397 -0.391
H: 5.414 -1.870 4.067
H: 6.303 -1.174 2.698
H: 7.127 -2.312 3.805
C: -4.175 2.442 3.275
O: -4.514 3.831 3.167
C: -5.479 4.092 2.290
O: -6.053 3.282 1.608
O: -5.706 5.406 2.292
C: -6.732 5.826 1.385
H: -3.375 2.396 4.007
H: -5.033 1.862 3.611
H: -3.828 2.055 2.320
H: -7.680 5.353 1.638
H: -6.466 5.565 0.363
H: -6.796 6.902 1.503

Largest force on an atom in eV/Å: 0.5
Multiplicity: 1
E_HOMO in eV: -8.506
SMILES: CCOCB1OB(CNC)OB(P(C)C)O1.COC(=O)OC.COC(=O)OC
Orbital gap in eV: 9.06
Net charge: 0

=====

# 6
Here is a structure of composition C13H31CrF6NO12S7 in a non-equilibrium geometry from the OMol25 dataset. Energies are from ωB97M-V/def2-TZVPD.

CARTESIAN COORDINATES (ANGSTROEM)
Cr: 2.095 -0.340 0.419
O: -1.719 0.853 0.555
C: -0.485 0.331 0.552
O: 0.057 -0.050 -0.490
O: 0.298 0.166 1.527
H: -1.965 0.812 -0.372
C: 5.216 2.021 1.338
F: 5.333 0.726 1.846
F: 6.023 2.841 1.973
F: 5.522 1.930 0.054
S: 3.377 2.470 1.540
O: 2.990 1.873 2.814
O: 3.281 3.957 1.449
N: 2.587 1.565 0.218
S: 2.531 2.612 -0.953
O: 3.733 3.481 -1.184
O: 2.237 1.874 -2.189
C: 0.990 3.684 -0.430
F: 1.404 4.893 -0.131
F: 0.075 3.734 -1.451
F: 0.282 3.190 0.541
C: -4.001 3.117 -3.207
S: -4.144 2.071 -1.695
O: -2.889 1.179 -1.775
C: -3.649 3.433 -0.555
H: -3.018 3.584 -3.272
H: -4.707 3.945 -3.138
H: -4.171 2.507 -4.094
H: -3.600 3.160 0.499
H: -4.337 4.278 -0.555
H: -2.665 3.827 -0.808
C: 2.144 -2.542 4.279
S: 3.301 -1.268 3.683
O: 2.756 -0.680 2.379
C: 4.721 -2.389 3.210
H: 1.949 -3.252 3.476
H: 1.234 -2.027 4.587
H: 2.542 -2.970 5.199
H: 5.537 -1.933 2.651
H: 4.291 -3.026 2.437
H: 5.122 -2.894 4.089
C: -4.262 -1.103 0.606
S: -5.824 -1.368 1.610
O: -6.537 -2.585 1.057
C: -4.953 -1.761 3.238
H: -3.915 -0.084 0.776
H: -4.429 -1.092 -0.471
H: -3.494 -1.818 0.903
H: -5.844 -2.042 3.800
H: -4.455 -0.851 3.572
H: -4.313 -2.640 3.163
C: 0.745 -4.023 -1.023
S: 1.033 -3.683 0.774
O: 1.553 -2.240 0.833
C: -0.736 -3.413 1.225
H: -0.044 -3.361 -1.380
H: 0.524 -5.073 -1.215
H: 1.675 -3.855 -1.566
H: -0.868 -2.840 2.142
H: -1.202 -4.383 1.398
H: -1.249 -2.926 0.396
C: 1.950 -0.302 -4.750
S: 0.268 -0.127 -5.468
O: -0.237 -1.551 -5.636
C: -0.501 0.657 -4.027
H: 1.957 -0.824 -3.793
H: 2.238 0.734 -4.570
H: 2.661 -0.728 -5.458
H: -0.128 1.677 -3.936
H: -0.313 0.180 -3.065
H: -1.584 0.684 -4.149

Largest force on an atom in eV/Å: 6.2
Multiplicity: 5
E_HOMO (alpha / beta) in eV: -7.904 / -8.301
Orbital gap (alpha / beta) in eV: 7.66 / 8.00
<S²>: 6.008
Net charge: 0

=====

# 7
Here is a cluster of 3 separate species, C13H31FN5O4 in total in a non-equilibrium geometry from the OMol25 dataset. Energies are from ωB97M-V/def2-TZVPD.

CARTESIAN COORDINATES (ANGSTROEM)
C: -1.289 -0.976 -0.893
C: -0.578 0.006 -2.014
C: -1.612 1.116 -2.670
N: -2.222 1.899 -1.528
N: -3.520 2.240 -1.902
C: -4.516 1.429 -1.047
O: -4.131 1.150 0.208
N: -5.845 1.071 -1.674
C: -5.871 -0.330 -2.243
O: -5.723 -1.472 -1.567
F: -6.065 -0.434 -3.733
H: -2.076 -0.406 -0.239
H: -1.841 -1.861 -1.424
H: -0.452 -1.367 -0.140
H: -0.182 -0.686 -2.896
H: 0.375 0.580 -1.583
H: -2.503 0.493 -3.163
H: -1.131 1.775 -3.512
H: -1.622 2.737 -1.361
H: -6.660 1.278 -1.056
C: 4.522 -3.429 -1.098
C: 3.908 -2.559 -2.192
C: 3.861 -1.052 -1.844
O: 2.859 -0.691 -0.889
C: 3.189 -1.008 0.456
N: 2.572 -3.075 -2.521
H: 3.832 -3.636 -0.277
H: 4.810 -4.405 -1.510
H: 5.425 -2.968 -0.685
H: 4.544 -2.665 -3.081
H: 3.606 -0.503 -2.757
H: 4.845 -0.681 -1.525
H: 4.253 -0.868 0.663
H: 2.881 -2.028 0.684
H: 2.617 -0.344 1.113
H: 2.213 -2.562 -3.327
H: 1.943 -2.799 -1.760
C: 0.622 0.236 3.345
C: 0.008 1.106 2.252
C: -0.039 2.613 2.599
O: -1.041 2.974 3.554
C: -0.711 2.657 4.900
N: -1.328 0.590 1.923
H: -0.068 0.029 4.166
H: 0.910 -0.740 2.933
H: 1.525 0.697 3.759
H: 0.644 1.000 1.362
H: -0.294 3.162 1.686
H: 0.945 2.984 2.919
H: 0.353 2.796 5.106
H: -1.019 1.636 5.127
H: -1.283 3.321 5.556
H: -1.687 1.103 1.117
H: -1.957 0.866 2.683

Largest force on an atom in eV/Å: 9.4
Multiplicity: 1
E_HOMO in eV: -3.325
Orbital gap in eV: 5.91
Energy above the lowest of the compared OMol25 structures with the same formula, charge and spin in kcal per mole: 109.23
Net charge: -1

=====

# 8
Here is a cluster of 5 separate species, C13H31N3O14PS in total in a non-equilibrium geometry from the OMol25 dataset. Energies are from ωB97M-V/def2-TZVPD.

CARTESIAN COORDINATES (ANGSTROEM)
N: 0.109 5.275 2.290
C: 0.797 6.336 1.905
N: 0.328 7.575 2.120
N: 2.000 6.050 1.278
P: 2.282 6.427 -0.426
O: 0.815 6.681 -0.991
O: 2.981 7.856 -0.466
S: 3.215 5.024 -1.226
H: -0.906 5.303 2.343
H: 0.415 4.410 1.842
H: 0.948 8.295 2.454
H: -0.651 7.798 2.030
H: 2.821 6.346 1.805
H: 0.154 7.118 -0.447
H: 2.939 8.422 0.309
C: -0.453 -0.045 0.801
O: -0.099 1.325 0.547
C: -0.642 1.835 -0.556
O: -1.384 1.275 -1.312
O: -0.223 3.103 -0.672
C: -0.738 3.805 -1.815
H: 0.053 -0.319 1.722
H: -1.529 -0.143 0.926
H: -0.117 -0.681 -0.015
H: -1.824 3.864 -1.760
H: -0.438 3.341 -2.752
H: -0.303 4.796 -1.748
C: -1.972 2.064 -7.443
O: -0.977 2.951 -7.969
C: -0.179 3.490 -7.057
O: -0.232 3.296 -5.868
O: 0.695 4.281 -7.676
C: 1.632 4.925 -6.810
H: -2.532 1.714 -8.304
H: -1.503 1.226 -6.931
H: -2.629 2.593 -6.755
H: 2.230 4.189 -6.276
H: 1.116 5.564 -6.095
H: 2.264 5.523 -7.459
C: 0.837 -4.628 4.516
O: -0.481 -5.085 4.183
C: -1.326 -4.128 3.814
O: -1.075 -2.951 3.745
O: -2.497 -4.693 3.529
C: -3.518 -3.780 3.114
H: 1.391 -5.521 4.787
H: 1.301 -4.147 3.658
H: 0.799 -3.938 5.356
H: -3.218 -3.260 2.206
H: -3.725 -3.057 3.900
H: -4.394 -4.391 2.924
C: -0.717 -7.599 2.126
O: -0.633 -8.996 2.429
C: 0.611 -9.447 2.565
O: 1.614 -8.786 2.466
O: 0.561 -10.749 2.833
C: 1.840 -11.368 3.005
H: -1.776 -7.370 2.055
H: -0.270 -7.005 2.917
H: -0.228 -7.386 1.177
H: 2.374 -10.916 3.839
H: 2.435 -11.275 2.099
H: 1.632 -12.412 3.214

Largest force on an atom in eV/Å: 2.0
Multiplicity: 1
E_HOMO in eV: -11.804
Orbital gap in eV: 7.02
Net charge: +1